Record 1
{
  "formula": "C5H10O2",
  "method": "ωB97M-V with the def2-TZVPD basis set",
  "gap_ev": [7.418, 8.098],
  "total_charge": 0,
  "e_above_lowest_kcal_mol": 104.9,
  "e_homo_ev": [-7.60, -7.80],
  "total_energy_ha": -346.85830,
  "symbols": ["O", "O", "C", "C", "C", "C", "C", "H", "H", "H", "H", "H", "H", "H", "H", "H", "H"],
  "coordinates": [[0.277, -0.110, -0.609], [-3.028, 0.345, -1.579], [1.259, 0.027, 0.201], [-1.286, 1.242, 0.690], [-0.966, 0.359, -0.452], [2.559, -0.595, -0.163], [-1.855, 0.004, -1.513], [-0.670, 2.157, 0.690], [1.114, 0.625, 1.096], [2.417, -1.312, -0.976], [-0.942, -1.684, 1.027], [2.990, -1.118, 0.698], [3.292, 0.156, -0.487], [-1.137, 0.750, 1.664], [-2.336, 1.526, 0.597], [-0.302, -1.740, 1.412], [-1.386, -0.631, -2.297]]
}

---

Record 2
{
  "formula": "C5H10O2",
  "method": "ωB97M-V with the def2-TZVPD basis set",
  "gap_ev": 10.105,
  "total_charge": 0,
  "e_above_lowest_kcal_mol": 116.7,
  "e_homo_ev": -9.17,
  "total_energy_ha": -346.83944,
  "symbols": ["O", "O", "C", "C", "C", "C", "C", "H", "H", "H", "H", "H", "H", "H", "H", "H", "H"],
  "coordinates": [[-2.382, -0.598, -0.117], [0.078, -1.379, -0.408], [-0.227, -0.309, -1.365], [2.189, -0.265, -0.030], [0.672, -0.122, -0.166], [-0.023, 0.765, 0.831], [-1.576, 0.637, 0.615], [0.268, 0.594, 1.882], [2.610, -0.823, -0.872], [-1.806, -1.392, -0.028], [2.725, 0.685, 0.077], [-1.563, -0.300, -1.246], [2.402, -0.856, 0.878], [0.329, 1.793, 0.598], [-2.067, 0.449, 1.542], [0.300, -0.430, -2.311], [-1.950, 1.529, 0.098]]
}